Record 1
# C49H43IrN5P2SSe

C49H43IrN5P2SSe as an isolated structure at a distorted geometry (ωB97M-V/def2-TZVPD, OMol25).

Summary:
- Relative energy (zero: lowest compared OMol25 entry of this formula, charge and spin): 160.4 kJ/mol
- ⟨S²⟩: 8.825
- HOMO-LUMO gap (spin up / spin down): 3.6470 / 5.6829 eV

ORCA input file:
```
! RIJCOSX wB97M-V def2-TZVPD def2/J DEFGRID3
* xyz 4 6
Ir 0.60 -0.22 -0.31
C -0.08 0.55 3.03
N -1.41 0.07 3.17
C -1.69 -1.09 2.36
P -1.49 -0.98 0.49
C -2.69 0.26 -0.08
C -2.70 0.51 -1.46
C -3.62 1.39 -1.99
C -4.53 2.03 -1.16
C -4.52 1.79 0.21
C -3.60 0.90 0.75
C -2.26 -2.59 0.14
C -1.58 -3.77 0.43
C -2.27 -4.97 0.40
C -3.62 -5.00 0.07
C -4.28 -3.82 -0.26
C -3.60 -2.62 -0.24
C -2.27 0.52 4.14
C -3.56 -0.05 4.33
C -4.39 0.36 5.35
C -3.99 1.37 6.23
C -2.74 1.96 6.06
C -1.90 1.55 5.04
P 0.39 1.38 1.39
C 2.00 1.98 1.98
C 2.30 3.33 2.13
C 3.56 3.69 2.58
C 4.51 2.72 2.86
C 4.21 1.37 2.69
C 2.96 1.00 2.24
C -0.70 2.79 1.12
C -1.10 3.07 -0.19
C -1.87 4.18 -0.45
C -2.26 5.02 0.59
C -1.87 4.74 1.89
C -1.10 3.63 2.16
H 0.63 -0.29 3.11
H 0.18 1.26 3.82
H -2.71 -1.44 2.50
H -1.03 -1.92 2.67
H -1.99 -0.01 -2.09
H -3.65 1.57 -3.05
H -5.24 2.72 -1.57
H -5.23 2.27 0.85
H -3.62 0.71 1.81
H -0.54 -3.75 0.70
H -1.76 -5.89 0.65
H -4.16 -5.93 0.06
H -5.33 -3.83 -0.51
H -4.12 -1.70 -0.48
H -3.94 -0.83 3.69
H -5.35 -0.11 5.47
H -4.64 1.68 7.03
H -2.41 2.73 6.74
H -0.94 2.04 4.99
H 1.56 4.09 1.92
H 3.80 4.73 2.70
H 5.48 3.01 3.21
H 4.95 0.62 2.91
H 2.72 -0.05 2.09
H -0.80 2.40 -0.99
H -2.19 4.39 -1.46
H -2.86 5.89 0.39
H -2.18 5.39 2.69
H -0.79 3.43 3.17
Se 0.46 1.13 -5.67
N 1.04 2.59 -4.95
C 1.50 2.49 -3.73
C 2.13 3.50 -2.99
C 2.64 3.18 -1.75
C 2.41 1.93 -1.21
N 1.71 0.96 -1.86
C 1.37 1.18 -3.12
N 0.87 0.27 -3.99
H 2.25 4.47 -3.44
H 3.22 3.90 -1.18
H 2.84 1.65 -0.26
N 1.54 -1.81 -1.12
S 2.98 -1.59 -1.91
C 3.71 -3.23 -1.74
C 3.01 -4.35 -2.17
C 3.56 -5.60 -1.93
C 4.77 -5.71 -1.27
C 5.47 -4.58 -0.86
C 4.93 -3.32 -1.10
C 2.46 -1.57 -3.63
C 1.04 -1.21 -3.93
C 0.63 -1.71 -5.29
C 1.57 -1.98 -6.24
C 2.94 -1.95 -5.95
C 3.36 -1.82 -4.62
H 1.52 -2.72 -0.66
H 2.07 -4.25 -2.68
H 3.03 -6.48 -2.26
H 5.18 -6.69 -1.06
H 6.42 -4.68 -0.36
H 5.46 -2.44 -0.79
H 0.37 -1.58 -3.14
H -0.43 -1.80 -5.47
H 1.25 -2.25 -7.24
H 3.67 -2.13 -6.73
H 4.41 -1.98 -4.39
*
```

Atomic partial charges in e from the Löwdin method, atoms 1 to 4: 0.987, -0.236, -0.092, -0.227



Record 2
# C6H10O

An isolated molecule of C6H10O (ωB97M-V/def2-TZVPD, OMol25).

Summary:
- Relative energy (zero: lowest compared OMol25 entry of this formula, charge and spin): 63.4 kJ/mol
- Structure (SMILES): C[C@H]1CC=C[C@H]1O
- HOMO-LUMO gap: 10.5118 eV

ORCA input file:
```
! RIJCOSX wB97M-V def2-TZVPD def2/J DEFGRID3
* xyz 0 1
C 2.04 -0.37 0.16
C 0.56 -0.04 0.45
C 0.21 1.22 -0.36
C -1.29 1.26 -0.35
C -1.80 0.09 0.02
C -0.74 -0.94 0.38
O -0.80 -2.04 -0.53
H 2.27 -0.37 -0.91
H 2.62 0.46 0.59
H 2.44 -1.29 0.61
H 0.54 0.24 1.52
H 0.55 1.08 -1.40
H 0.70 2.12 0.02
H -1.86 2.13 -0.66
H -2.86 -0.15 -0.01
H -0.92 -1.35 1.39
H -1.68 -2.04 -0.93
*
```

Atomic partial charges in e from the natural (NBO) method, atoms 1 to 4: -0.600, -0.220, -0.442, -0.153